1.
{
  "formula": "C5H11FN",
  "method": "ωB97M-V with the def2-TZVPD basis set",
  "fmax_ha_per_bohr": 0.1131,
  "gap_ha": [0.3168, 0.3416],
  "e_tot_ha": -351.26660,
  "charge": 1,
  "mol_weight_g_mol": 104.1,
  "lumo_energy_ev": [-4.591, -4.115],
  "species": ["C", "C", "C", "C", "C", "N", "F", "H", "H", "H", "H", "H", "H", "H", "H", "H", "H", "H"],
  "coordinates": [[1.91731, -2.76718, 0.19776], [0.76227, -2.31451, -0.06703], [-0.29781, 2.53445, 0.49245], [0.23115, 0.98942, 0.62866], [-0.14252, 0.24946, -0.56527], [-1.57776, -0.04046, -0.76460], [-0.49027, -2.75188, -0.04393], [2.12669, -3.79549, 0.37816], [2.79254, -2.11667, 0.02243], [0.05817, 2.99478, -0.41507], [0.11386, 3.16575, 1.39930], [-1.44059, 2.56191, 0.60753], [-0.13876, 0.65092, 1.61514], [1.40564, 0.85491, 0.56601], [0.24057, 0.50417, -1.60097], [-1.84929, -0.54552, 0.15538], [-1.65035, -0.90868, -1.44966], [-2.06085, 0.73463, -1.15627]],
  "forces_ev_per_angstrom": [[2.4651, 0.0869, -0.4109], [-2.8717, 2.4739, -0.6299], [0.2100, -0.3854, 2.6977], [1.8681, 1.9226, -0.0065], [0.4351, -0.8958, -2.1187], [0.9891, -5.6811, 0.7604], [0.4316, -0.4275, 0.0837], [-0.0353, -0.7716, 0.3955], [-0.6313, -0.3271, 0.2860], [-0.1201, 0.1209, -0.3274], [-0.7673, -1.3325, -1.8151], [1.6425, -0.0393, -0.4112], [0.2229, -0.4199, -0.7150], [-2.2324, 0.8951, 0.6948], [0.1848, -0.2088, 1.6587], [-0.6005, 1.8202, -1.5984], [0.1038, 2.3117, 1.2491], [-1.2944, 0.8578, 0.2071]]
}

---

2.
{
  "formula": "C25H46BCoNP2",
  "method": "ωB97M-V with the def2-TZVPD basis set",
  "fmax_ha_per_bohr": 0.1623,
  "gap_ha": [0.2570, 0.1491],
  "e_tot_ha": -3124.67003,
  "multiplicity": 5,
  "charge": 1,
  "mol_weight_g_mol": 492.3,
  "lumo_energy_ev": [-2.186, -5.580],
  "species": ["Co", "C", "C", "C", "C", "C", "C", "H", "H", "H", "C", "H", "H", "H", "C", "H", "H", "H", "C", "H", "H", "H", "C", "H", "H", "H", "C", "C", "C", "C", "C", "C", "C", "C", "H", "H", "H", "H", "H", "H", "H", "H", "H", "H", "H", "H", "P", "P", "C", "C", "H", "H", "H", "H", "C", "H", "H", "H", "C", "H", "H", "H", "C", "H", "H", "H", "C", "H", "H", "H", "B", "C", "N", "H", "H", "H"],
  "coordinates": [[-0.68302, 1.75828, -5.53654], [-0.58384, -2.26800, 0.98131], [0.72902, -2.38485, 0.46016], [0.74825, -0.75074, 2.07919], [-0.58208, -1.23414, 1.95062], [1.55629, -1.44782, 1.13270], [-1.77223, -3.05426, 0.58202], [-1.47890, -3.91458, -0.02847], [-2.48055, -2.45017, -0.00342], [-2.31593, -3.41898, 1.46426], [-1.75399, -0.71424, 2.68180], [-2.57747, -1.43696, 2.64208], [-2.10937, 0.23611, 2.25799], [-1.50146, -0.53329, 3.73428], [1.20483, 0.30334, 3.00416], [0.68379, 0.22082, 3.96933], [1.01900, 1.31591, 2.61565], [2.28157, 0.20553, 3.18495], [2.99459, -1.24613, 0.88346], [3.58605, -2.10557, 1.23748], [3.36703, -0.35174, 1.39589], [3.20771, -1.13443, -0.18894], [1.19686, -3.29862, -0.60627], [1.85110, -4.08484, -0.19609], [1.78349, -2.76001, -1.36757], [0.35852, -3.79009, -1.11674], [-1.74029, 1.88946, -6.98496], [-2.03102, 0.70708, -6.19570], [-1.55521, -0.65880, -6.66950], [-0.04591, -0.80262, -6.40772], [0.45283, 0.38098, -5.59577], [0.95287, 1.59078, -6.24586], [0.74042, 1.83578, -7.70628], [-0.75679, 1.90758, -8.13843], [-1.78366, -0.81141, -7.72953], [0.50105, -0.94874, -7.34990], [-2.10356, -1.43716, -6.12960], [-0.95411, 1.15189, -8.90464], [-2.50119, 2.67906, -7.05047], [-2.94661, 0.64337, -5.58867], [-0.88418, 2.85844, -8.66478], [1.20594, 2.80136, -7.94068], [1.78200, 2.14888, -5.79847], [1.26990, 1.10166, -8.31215], [0.12101, -1.71837, -5.82229], [0.79480, 0.09257, -4.59003], [-2.05853, 0.04269, -2.55351], [1.46657, 1.87346, -1.02040], [-0.41596, 2.49682, -3.43132], [0.83088, 2.77061, -2.60111], [-1.34715, 2.44106, -2.83001], [-0.54193, 3.33157, -4.17898], [1.70251, 2.75383, -3.27948], [0.72679, 3.78602, -2.17786], [2.10002, 3.22899, 0.13358], [2.79810, 2.85272, 0.91046], [1.23866, 3.65484, 0.67129], [2.61429, 4.02712, -0.42976], [3.04781, 1.32937, -1.78719], [3.69194, 2.18887, -2.02648], [2.74742, 0.83852, -2.72276], [3.61421, 0.60140, -1.19043], [-3.86139, 0.09289, -2.75104], [-4.28525, -0.85356, -2.39566], [-4.08097, 0.26114, -3.81613], [-4.27554, 0.92946, -2.17500], [-1.46300, -1.66336, -2.62998], [-0.59095, -1.77858, -1.97988], [-1.16618, -1.89162, -3.66719], [-2.27527, -2.30966, -2.27662], [-1.42740, 2.32969, 0.90809], [-1.61098, 1.30789, -0.17959], [-1.87223, 0.39802, -0.92263], [-2.46225, 2.30225, 1.54628], [-1.28085, 3.46719, 0.52726], [-0.51741, 2.02677, 1.66199]],
  "forces_ev_per_angstrom": [[-1.0264, 4.3479, 7.0521], [-0.1709, 0.0711, -0.1116], [0.1104, -0.0195, -0.0709], [0.1547, 0.2926, -0.2353], [-0.1159, 0.2361, 0.0960], [-0.0971, 0.0724, 0.0380], [-0.1042, -0.3516, -0.0924], [-0.1765, 0.1489, 0.1425], [0.1721, -0.0192, 0.1896], [0.1277, 0.0771, -0.1953], [-0.2835, -0.4205, 0.2591], [0.1136, 0.2267, 0.0431], [0.1653, -0.1350, 0.0866], [-0.0805, 0.0670, -0.2088], [0.3540, -0.0805, 0.4823], [0.1119, 0.1041, -0.2731], [-0.0407, -0.3199, -0.0276], [-0.2306, 0.0849, 0.0292], [0.4763, 0.1793, 0.0456], [-0.1752, 0.1295, -0.0725], [-0.0668, -0.2250, -0.1586], [-0.1485, -0.1260, 0.2687], [-0.0557, -0.2957, -0.3606], [-0.1367, 0.2171, -0.0676], [-0.1221, -0.0977, 0.2745], [0.2860, 0.0933, 0.1621], [-2.8676, -1.0575, -1.3775], [-1.8554, -0.6686, -2.6341], [-0.1578, -0.0592, 0.2072], [0.0675, -0.5716, 0.1918], [3.1309, -1.4833, -1.7083], [3.0453, -2.2401, 0.2125], [0.3409, 0.4794, -0.4127], [0.0118, 0.2953, -0.5166], [-0.0139, 0.0882, 0.0829], [-0.0131, 0.2512, 0.2365], [0.0050, 0.0532, -0.0413], [-0.1552, -0.2261, 0.2689], [0.2888, -0.1453, 0.4290], [0.2813, 0.5363, -0.3213], [-0.0868, -0.1198, 0.0975], [-0.0757, -0.2236, 0.0141], [-0.3682, -0.0912, 0.1491], [0.0045, -0.1898, -0.0678], [0.0914, 0.1443, -0.1972], [0.0358, 0.5206, -0.3322], [0.8472, 0.6766, -2.1118], [-0.0945, -0.3529, -0.1707], [-0.9910, 0.3966, -0.7246], [0.7096, 0.6717, 0.4176], [0.6217, 0.2051, -0.4989], [0.1306, 0.2415, 0.7166], [-0.2313, 0.3244, 0.3176], [0.1688, 0.0055, -0.3989], [-0.3350, 0.1324, -0.4122], [-0.3542, -0.1444, -0.6304], [0.2681, -0.0540, -0.2676], [-0.1872, -0.2587, 0.2164], [0.1693, -0.1811, -0.1550], [-0.1219, -0.2799, 0.0076], [0.2650, 0.0312, 0.1295], [-0.1217, 0.3726, -0.0940], [-0.2338, -0.7715, 0.2573], [-0.3976, 0.2416, -0.1864], [0.0056, -0.2054, 0.4065], [0.1785, -0.1843, -0.1353], [-0.7928, -0.5824, 0.1672], [-0.1125, 0.1737, -0.1448], [-0.2598, 0.0150, 0.4162], [0.3822, -0.4466, -0.2700], [0.0189, 0.9906, 1.4022], [-0.8027, -3.2535, -2.1032], [0.7365, 3.1742, 3.2583], [-0.0831, -0.1370, -0.1241], [0.0748, -0.2389, -0.3875], [-0.2075, -0.1120, -0.4729]]
}

---

Number 1 is which compound? C5H11FN